16
Properties=species:S:1:pos:R:3:lowdin_spin:R:1 method="wB97M-V/def2-TZVPD" orbital_gap_ev="12.06 / 3.57" energy_ha=-159.14018 charge=+1 relative_energy_kj_mol=77.9 spin_multiplicity=2
H -0.888 2.079 2.130 0.0031
H 1.099 -0.242 -1.517 0.0033
H 2.181 -1.575 -1.759 0.0066
H -1.106 0.707 -0.656 0.0102
H 2.296 -0.733 -0.196 0.0013
H 0.317 2.296 0.802 0.1321
C -1.319 0.897 0.401 0.2452
H -2.448 1.189 0.444 0.1575
H -1.216 3.103 0.768 0.0709
C 0.511 -1.998 -0.406 0.0336
H -1.149 -0.050 0.916 0.0194
H 0.754 -2.312 0.602 0.0006
C -0.783 2.100 1.043 0.2793
H 0.573 -2.898 -1.022 0.0145
C 1.630 -1.036 -0.996 0.0141
H -0.454 -1.528 -0.556 0.0083


93
Properties=species:S:1:pos:R:3:mulliken_charge:R:1 method="wB97M-V/def2-TZVPD" orbital_gap_ev=9.59 energy_ha=-1700.97479 charge=0 relative_energy_kj_mol=386.4
H 1.702 -5.705 -1.422 0.3321
H -0.931 -0.864 5.520 0.4018
H -3.350 -0.115 -3.843 0.3067
H -4.644 1.276 4.487 0.3352
O 4.645 -2.074 2.770 -0.5056
O 0.236 -4.858 -2.751 -0.4537
H -5.167 2.912 4.584 0.3181
H -5.573 0.824 -3.361 0.2735
H -0.360 -4.980 -2.008 0.1619
H -6.527 -0.786 -4.831 0.2956
H 2.619 0.727 -0.275 0.1252
O -0.522 3.641 -1.901 -0.6799
O 0.181 1.640 5.322 -0.5913
H 1.503 -3.163 -0.867 -0.0083
C 1.577 -4.947 -2.195 -0.5567
H 3.436 1.322 2.661 0.2075
H 2.839 2.221 -4.069 0.2330
H 3.915 1.411 -0.658 0.3854
H 1.957 3.061 3.072 0.4131
H 3.750 3.601 -2.314 0.2034
H -4.118 -3.917 -0.914 0.3643
C 2.590 -1.632 1.694 0.1127
H -3.320 3.484 2.890 0.2835
O 4.679 2.891 0.087 -0.6614
O -0.030 0.591 -4.106 -0.5411
H -0.292 0.203 1.420 0.0468
H -0.617 1.601 5.855 0.3086
H -1.056 0.493 -1.434 0.2784
H 0.871 3.377 4.078 0.3198
C 3.682 3.969 -0.105 0.4222
H 2.805 -2.711 3.511 0.2611
C -3.753 2.490 3.006 0.4272
O 1.335 3.743 3.325 -0.6513
H 3.119 -3.619 -1.394 0.3896
H -0.266 -1.356 3.896 0.2916
H -4.155 -6.053 -2.197 0.3749
H 4.568 5.052 -1.686 0.4251
C 3.367 -2.563 2.589 -0.6401
C -0.419 0.837 0.542 -0.1381
H -2.887 1.892 2.718 -0.2066
O -4.810 2.234 2.104 -0.5407
H -1.977 -3.504 0.002 0.2264
H 5.569 3.245 0.017 0.2818
H 3.822 4.824 0.556 0.3897
C 1.337 0.751 -3.882 0.4960
C -4.284 2.301 4.398 -1.2365
H -3.389 -5.202 -0.152 0.3499
H 1.305 2.879 -3.633 0.1982
C -3.208 -5.514 -2.207 -1.2240
C 2.074 -3.570 -1.702 -0.3945
C -3.255 -4.573 -1.032 -0.2689
H -0.533 0.934 3.557 -0.3570
C -5.456 -0.259 -3.364 -0.3777
H 0.854 2.197 1.038 0.0127
C -0.537 -0.083 -0.668 -0.5427
H -2.426 -6.272 -2.166 0.3327
H 1.202 0.677 3.818 -0.1416
H 1.955 -0.085 -4.209 0.3373
O 3.438 0.586 -0.751 -0.6436
H 2.890 5.097 -1.766 0.3678
C 1.782 2.192 -4.332 -1.0669
C 3.703 4.398 -1.572 -1.1874
H 4.539 -1.291 3.315 0.3030
H 2.239 -5.322 -2.976 0.3380
H 0.402 -0.533 -0.987 -0.0034
H -1.436 3.741 -1.635 0.2781
H -6.092 -0.714 -2.605 0.3329
H -3.648 2.416 5.275 0.3297
H -3.828 -1.605 -3.040 0.1964
H -0.359 -0.157 -3.602 0.2861
C -3.962 -0.523 -3.038 -0.7960
C 0.218 0.622 4.283 0.9580
H 1.656 2.535 -5.359 0.3684
H 3.203 -1.415 0.820 0.3715
H -3.672 -0.135 -2.062 0.2783
H -1.205 -0.921 -0.468 0.1720
H 2.335 -0.691 2.181 -0.4297
H 1.422 0.759 -2.795 -0.2731
H 2.734 3.516 0.185 -0.2565
O -5.582 -0.723 -4.676 -0.5058
H 1.974 -2.910 -2.564 0.1294
H -4.664 2.682 1.268 0.3026
H -0.215 2.872 -1.421 0.3096
C -0.106 -0.786 4.812 -1.1700
H -1.322 1.402 0.774 0.2158
H -3.013 -5.053 -3.176 0.3170
H 0.750 -1.255 5.296 0.2940
H 1.670 -2.063 1.300 0.2034
H 3.461 2.188 1.419 0.1739
O 2.911 1.951 2.166 -0.5508
O 0.676 1.631 0.284 0.2249
O -2.024 -3.824 -0.902 -0.4186
H 3.494 -3.562 2.172 0.3452


69
Properties=species:S:1:pos:R:3:lowdin_spin:R:1 method="wB97M-V/def2-TZVPD" orbital_gap_ev="5.67 / 5.92" energy_ha=-4813.72306 charge=0 relative_energy_kj_mol=185.7 spin_multiplicity=6
C -3.589 3.135 0.586 0.0007
N -0.705 -1.463 -1.939 0.0341
C -3.135 0.093 -0.707 -0.0003
H 1.718 2.162 1.659 0.0000
H -2.048 -2.058 4.209 0.0000
C -0.413 -1.444 2.945 0.0004
N 1.511 -0.924 1.624 0.0010
H -0.368 -5.146 -2.926 -0.0001
C -0.273 -1.768 -3.184 0.0138
H -2.798 -0.470 -1.570 0.0001
H -1.119 2.018 2.761 0.0000
C 0.386 -3.619 -4.875 0.0008
C -1.050 -2.426 -1.088 0.0038
H -1.252 -4.521 -0.671 0.0004
C -0.963 -3.769 -1.390 0.0039
C 2.491 -1.078 -1.198 0.0048
H 3.876 1.574 -2.047 0.0000
H 2.755 2.921 -1.785 0.0001
C -0.476 -4.107 -2.642 0.0001
H 1.756 -1.799 -1.546 -0.0001
C -2.722 2.083 1.280 0.0134
H 4.651 0.241 -0.020 0.0000
H 3.677 0.208 1.456 0.0001
H 1.667 3.321 0.322 0.0015
H -2.243 3.365 2.950 0.0001
C -1.712 2.755 2.216 0.0008
C 0.748 -0.212 0.822 0.0015
H 2.854 -2.340 3.381 0.0000
H 3.103 3.209 1.350 0.0001
Te 1.243 5.561 -4.942 0.6025
H 4.349 2.927 -1.018 0.0000
C 3.510 2.291 -1.308 0.0001
H 3.169 -0.853 -2.023 0.0000
H -4.479 0.804 1.497 0.0001
H -3.617 -0.592 -0.008 0.0005
F -0.580 -4.292 -5.534 0.0002
Fe -0.305 0.990 -2.288 3.5445
C 2.942 1.594 -0.065 0.0055
C -0.656 -0.073 1.104 0.0028
C -3.680 1.216 2.113 0.0041
H 1.844 -3.508 5.321 0.0000
C 0.972 -1.531 2.703 0.0003
H 4.736 1.587 1.112 0.0004
H -4.156 1.860 2.858 0.0012
P 1.622 0.448 -0.698 0.0262
C 2.310 2.632 0.869 0.0004
H -4.386 2.681 -0.003 0.0000
H -0.602 -3.377 5.725 0.0000
H -3.864 0.839 -1.022 0.0000
C -0.177 -2.854 4.879 0.0000
C -0.125 -3.122 -3.547 0.0029
H -1.028 3.412 1.672 0.0005
F 0.848 -2.682 -5.694 0.0017
H -3.170 0.404 2.625 0.0002
N -1.193 -0.712 2.123 0.0017
F 1.391 -4.504 -4.679 0.0002
Te -1.661 4.016 -5.786 0.4980
P -1.750 1.039 0.056 0.0486
S 0.045 -0.392 -4.183 0.0575
Te 0.206 3.220 -4.081 0.0102
Te -0.720 3.590 -1.538 0.1042
H 3.041 -1.506 -0.362 0.0009
C -0.980 -2.133 4.051 0.0001
C 1.792 -2.290 3.587 0.0000
H -1.396 -2.100 -0.114 0.0002
H -3.043 3.823 -0.055 0.0014
C 1.227 -2.929 4.646 0.0001
H -4.067 3.727 1.372 0.0001
C 4.062 0.851 0.666 0.0020


10
Properties=species:S:1:pos:R:3:mulliken_charge:R:1 method="wB97M-V/def2-TZVPD" orbital_gap_ev=10.85 energy_ha=-338.63121 smiles="NC(=O)/N=C/O" charge=0 relative_energy_kj_mol=57.7
H 2.119 0.440 -0.819 0.2255
O -2.450 0.414 -0.874 -0.4711
O 0.468 -0.809 1.575 -0.6037
C -1.447 -0.016 -0.116 0.1784
N 1.987 0.005 0.082 -0.3418
H -1.805 -0.582 0.745 0.3698
H -2.050 0.911 -1.606 0.3590
N -0.235 0.229 -0.414 -0.4861
C 0.726 -0.254 0.521 0.5293
H 2.786 -0.242 0.657 0.2407